Density functional theory data (wB97M-V/def2-TZVPD) for a structure of composition C31H48BrMgN2O3SSi in a non-equilibrium geometry.

Positions of all 88 atoms, in Å:
Mg  10.586  11.435  9.702
O  8.595  10.400  9.615
S  8.952  9.180  8.833
O  8.862  7.904  9.496
N  10.458  9.733  8.506
C  11.528  9.106  7.960
C  11.611  7.866  7.243
C  12.872  7.362  6.890
C  14.046  8.055  7.142
C  14.002  9.377  7.672
C  15.152  10.236  7.753
C  15.012  11.508  8.274
C  13.743  11.935  8.713
N  12.670  11.153  8.662
C  12.746  9.902  8.119
C  7.862  9.048  7.418
C  7.090  7.857  7.369
C  6.133  7.682  6.375
C  6.007  8.617  5.361
C  6.793  9.776  5.347
C  7.699  10.027  6.393
H  10.701  7.287  7.037
H  12.944  6.397  6.428
H  15.010  7.665  6.837
H  16.120  9.873  7.427
H  15.822  12.213  8.318
H  13.592  12.957  9.084
H  7.214  7.078  8.123
H  5.501  6.809  6.395
H  5.269  8.462  4.590
H  6.650  10.468  4.524
H  8.317  10.941  6.370
C  8.917  11.593  12.623
C  9.918  10.484  12.536
O  11.026  10.926  11.672
C  12.370  10.738  12.264
C  12.882  12.072  12.712
H  8.148  11.316  13.352
H  8.404  11.755  11.660
H  9.399  12.525  12.923
H  9.553  9.556  12.091
H  10.396  10.250  13.491
H  12.942  10.270  11.461
H  12.251  10.043  13.078
H  13.254  12.650  11.866
H  13.740  11.946  13.398
H  12.099  12.686  13.196
C  8.399  14.074  6.398
C  8.584  15.591  6.626
C  9.826  15.939  5.764
C  7.349  16.418  6.070
Si  8.725  16.097  8.492
Br  10.142  14.429  9.320
C  9.967  17.509  8.891
C  9.476  18.782  8.184
C  11.457  17.229  8.482
C  10.055  17.725  10.439
C  7.158  15.759  9.646
C  7.465  15.426  11.124
C  6.335  14.559  9.122
C  6.353  17.103  9.590
H  8.063  13.863  5.397
H  7.666  13.580  7.057
H  9.336  13.579  6.570
H  9.554  15.720  4.718
H  10.714  15.332  6.027
H  10.130  16.979  5.761
H  7.127  16.052  5.050
H  7.588  17.470  5.995
H  6.436  16.302  6.661
H  9.405  18.702  7.098
H  10.164  19.597  8.363
H  8.501  19.151  8.525
H  11.612  16.793  7.483
H  11.949  16.624  9.257
H  11.971  18.176  8.466
H  9.099  17.927  10.941
H  10.666  18.600  10.638
H  10.536  16.906  10.961
H  7.699  14.369  11.274
H  6.574  15.650  11.698
H  8.301  15.977  11.595
H  6.882  13.613  9.245
H  5.976  14.635  8.109
H  5.461  14.473  9.765
H  6.939  17.923  10.044
H  5.441  17.020  10.178
H  6.136  17.425  8.584

Calculated values
- Orbital gap: 7.5 eV
- Electronic energy: -136247.352 eV
- Charge: +1
- HOMO energy: -10.1039 eV



Density functional theory data (wB97M-V/def2-TZVPD) for a structure of composition C32H71AsBrMgN4O8SSi4 in a non-equilibrium geometry.

Positions of all 123 atoms, in Å:
Mg  0.862  -0.777  -0.708
O  0.142  -1.514  2.747
S  0.957  -1.379  1.560
O  2.351  -1.777  1.799
O  0.432  -2.221  0.444
O  0.969  0.035  1.079
O  -1.363  -2.738  -6.029
C  -2.462  -2.266  -5.492
O  -3.529  -2.289  -6.073
C  -2.369  -1.693  -4.123
C  -3.451  -1.221  -3.397
N  -2.973  -0.740  -2.237
N  -1.655  -0.867  -2.157
C  -1.254  -1.443  -3.274
C  0.206  -1.720  -3.438
O  0.587  -2.312  -4.470
O  0.949  -1.343  -2.517
H  -0.522  -2.610  -5.436
H  -4.494  -1.213  -3.648
H  -3.466  -0.325  -1.456
C  -3.051  -0.647  4.866
C  -3.206  0.699  4.154
C  -4.122  1.580  5.011
C  -1.799  1.307  4.121
Si  -3.881  0.461  2.336
Br  -2.125  -0.210  0.988
C  -4.462  2.156  1.496
C  -5.849  2.609  1.958
C  -3.462  3.272  1.814
C  -4.477  2.050  -0.033
C  -5.260  -0.937  2.177
C  -5.862  -0.968  0.769
C  -4.632  -2.317  2.407
C  -6.412  -0.749  3.169
H  -2.588  -0.487  5.839
H  -2.396  -1.297  4.295
H  -4.007  -1.132  5.040
H  -3.728  1.639  6.026
H  -5.126  1.164  5.062
H  -4.189  2.592  4.621
H  -1.442  1.413  5.145
H  -1.771  2.288  3.656
H  -1.105  0.650  3.601
H  -5.908  2.660  3.040
H  -6.623  1.936  1.601
H  -6.064  3.602  1.561
H  -3.468  3.540  2.864
H  -3.720  4.168  1.248
H  -2.457  2.973  1.533
H  -5.166  1.295  -0.390
H  -3.483  1.817  -0.400
H  -4.783  3.007  -0.456
H  -5.073  -1.061  0.029
H  -6.453  -0.081  0.561
H  -6.523  -1.831  0.676
H  -3.810  -2.487  1.717
H  -5.376  -3.098  2.243
H  -4.252  -2.433  3.415
H  -6.890  0.218  3.038
H  -6.063  -0.827  4.194
H  -7.167  -1.520  3.012
C  -0.362  5.490  -1.379
C  0.680  4.748  -2.221
N  1.213  3.575  -1.568
C  2.209  3.787  -0.530
C  1.676  3.532  0.882
C  0.754  2.311  -1.819
C  -0.441  2.153  -2.714
N  1.285  1.252  -1.365
H  -0.815  6.290  -1.962
H  0.099  5.922  -0.494
H  -1.142  4.806  -1.053
H  1.516  5.424  -2.437
H  0.250  4.461  -3.180
H  2.546  4.824  -0.614
H  3.080  3.147  -0.721
H  0.839  4.193  1.096
H  2.462  3.719  1.610
H  1.340  2.505  1.004
H  -1.230  2.856  -2.462
H  -0.793  1.137  -2.573
H  -0.170  2.282  -3.761
H  2.080  1.377  -0.751
C  3.404  -0.478  -4.086
Si  4.573  -0.770  -2.585
C  5.134  1.072  -2.207
C  6.159  -1.571  -3.399
As  3.258  -1.389  -0.592
Si  3.160  -3.727  -0.768
C  1.644  -4.292  -1.795
C  4.724  -4.425  -1.698
C  3.125  -4.661  0.909
Si  4.987  -1.167  1.036
C  4.795  0.621  1.749
C  5.221  -2.323  2.561
C  6.778  -1.254  0.257
H  3.902  -0.087  -4.970
H  2.633  0.228  -3.789
H  2.895  -1.393  -4.369
H  5.774  1.501  -2.973
H  5.656  1.133  -1.256
H  4.246  1.697  -2.139
H  6.596  -0.908  -4.139
H  5.905  -2.496  -3.904
H  6.924  -1.797  -2.665
H  1.668  -3.880  -2.801
H  0.754  -3.911  -1.301
H  1.547  -5.373  -1.882
H  4.631  -4.258  -2.766
H  4.848  -5.493  -1.544
H  5.632  -3.928  -1.363
H  2.689  -3.982  1.634
H  4.112  -4.947  1.261
H  2.507  -5.555  0.875
H  3.765  0.712  2.083
H  4.972  1.374  0.983
H  5.445  0.827  2.595
H  4.260  -2.437  3.044
H  5.925  -1.907  3.280
H  5.579  -3.304  2.262
H  6.917  -0.521  -0.526
H  6.946  -2.232  -0.183
H  7.547  -1.098  1.005

Calculated values
- Orbital gap: 7.9 eV
- Electronic energy: -235361.347 eV
- Charge: -1
- HOMO energy: -5.8524 eV



- Among the records above, which one has the lowest orbital gap?
  C31H48BrMgN2O3SSi



- charge of number 2 (C32H71AsBrMgN4O8SSi4)?
  -1